Record 1
ORCA calculation (wB97M-V/def2-TZVPD) on a molecular structure, C22H22N3O3Se4V.

The geometry in XYZ format:
```
55
Properties=species:S:1:pos:R:3:forces:R:3:nbo_charge:R:1
V -1.335 -0.883 1.880 -0.80 0.67 0.65 0.59
Se -2.531 0.595 3.386 0.72 -0.57 -0.62 0.09
Se -4.064 -1.041 4.038 -0.38 0.17 0.04 0.17
Se -2.718 -2.739 3.271 0.29 -0.26 -0.19 0.25
Se -2.687 -2.560 0.961 -0.01 0.07 0.20 0.12
C 0.049 0.793 -4.564 0.00 0.02 0.00 -0.26
O 0.333 0.911 -3.168 0.00 0.02 -0.01 -0.51
C -0.150 2.003 -2.528 -0.01 -0.03 -0.06 0.29
C -1.038 2.925 -3.071 0.01 0.00 0.01 -0.28
C -1.468 4.003 -2.307 0.01 -0.01 0.01 -0.15
C -1.019 4.188 -1.007 0.01 -0.03 -0.01 -0.23
C -0.126 3.276 -0.466 -0.04 0.04 0.00 -0.20
C 0.288 2.188 -1.215 0.07 -0.02 0.07 0.09
N 1.205 1.240 -0.650 -0.17 -0.11 0.18 -0.55
C 0.927 0.474 0.406 0.27 0.17 -0.08 0.69
N 1.892 -0.105 1.093 -0.09 -0.02 -0.02 -0.53
C 1.700 -0.970 2.186 0.08 0.08 -0.05 0.17
C 0.451 -1.337 2.692 0.03 -0.23 0.06 -0.35
C 0.469 -2.118 3.867 -0.09 -0.03 0.05 -0.20
C 1.648 -2.531 4.450 0.10 0.02 -0.03 -0.17
C 2.878 -2.189 3.900 -0.06 -0.06 0.09 -0.23
C 2.908 -1.397 2.772 -0.01 0.08 -0.10 0.29
O 4.026 -0.950 2.153 -0.07 -0.01 0.01 -0.52
C 5.296 -1.312 2.710 0.01 0.00 0.01 -0.26
N -0.342 0.247 0.817 0.06 0.09 -0.22 -0.59
C -1.418 0.174 -0.106 -0.05 -0.10 0.23 0.00
C -2.518 1.053 -0.017 -0.08 0.10 -0.04 -0.14
C -3.569 0.933 -0.894 0.05 0.01 0.03 -0.19
C -3.502 -0.034 -1.898 0.04 -0.06 -0.03 -0.08
C -2.409 -0.880 -2.051 -0.01 0.01 -0.01 -0.33
C -1.347 -0.781 -1.163 0.14 -0.07 -0.11 0.38
O -0.242 -1.523 -1.176 -0.09 0.05 -0.03 -0.49
C -0.072 -2.483 -2.234 -0.02 0.01 -0.01 -0.25
H 0.609 -0.069 -4.913 0.01 0.00 0.00 0.21
H 0.381 1.681 -5.104 0.00 -0.01 0.00 0.21
H -1.017 0.634 -4.733 -0.01 0.00 0.00 0.18
H -1.392 2.816 -4.085 0.00 0.00 -0.02 0.24
H -2.153 4.715 -2.748 0.00 0.01 0.01 0.24
H -1.339 5.045 -0.431 0.00 0.00 0.00 0.24
H 0.264 3.410 0.535 0.01 0.00 0.01 0.23
H 2.123 1.157 -1.063 0.02 0.02 -0.01 0.43
H 2.863 0.112 0.897 0.00 0.00 -0.01 0.45
H -0.450 -2.392 4.359 0.10 0.01 0.00 0.22
H 1.620 -3.128 5.351 -0.02 0.00 0.00 0.24
H 3.792 -2.525 4.367 0.00 0.00 -0.01 0.25
H 5.388 -0.930 3.727 0.00 0.00 0.00 0.20
H 6.042 -0.847 2.075 0.00 0.00 0.00 0.22
H 5.423 -2.395 2.695 0.00 0.00 0.00 0.20
H -2.493 1.834 0.731 -0.03 -0.02 -0.02 0.26
H -4.422 1.593 -0.828 0.01 0.01 0.01 0.25
H -4.323 -0.125 -2.598 0.00 0.00 0.00 0.25
H -2.395 -1.602 -2.854 0.00 -0.01 0.00 0.26
H 0.894 -2.943 -2.059 0.00 0.00 0.01 0.23
H -0.076 -1.975 -3.198 0.00 0.00 0.01 0.20
H -0.856 -3.239 -2.193 0.01 0.01 0.00 0.20
```
Positions in Å, forces in eV/Å.

## Properties
Gap between HOMO and LUMO: 6.158 eV
LUMO: -7.73 eV
Net charge: +2
Highest occupied orbital energy: -13.89 eV
Energy above the lowest of the compared OMol25 structures with the same formula, charge and spin: 0.0 kJ/mol

Record 2
ORCA calculation (wB97M-V/def2-TZVPD) on a molecular structure, C30H23N8O2PtS.

The geometry in XYZ format:
```
65
Properties=species:S:1:pos:R:3:forces:R:3:lowdin_spin:R:1
Pt -0.026 -0.143 0.187 -0.19 0.26 0.10 1.40
O 3.349 2.304 1.077 -0.39 -0.27 -0.05 0.44
C 2.582 1.509 0.509 -0.01 0.36 0.31 0.03
N 1.414 1.130 1.080 0.37 -0.02 0.03 0.08
C 1.158 1.806 2.225 0.61 0.31 0.05 0.03
O 1.989 2.606 2.697 -0.28 -0.34 -0.41 0.45
C -0.127 1.519 2.912 0.11 -0.14 -0.04 0.03
C -0.502 2.223 4.037 -0.04 0.03 0.04 0.00
C -1.688 1.859 4.668 0.00 0.00 -0.01 0.00
C -2.419 0.806 4.152 0.00 0.01 0.02 0.00
C -1.960 0.155 3.011 -0.03 -0.01 -0.14 0.01
N -0.839 0.504 2.389 -0.03 -0.02 0.10 0.11
C 2.840 0.999 -0.866 -0.17 0.05 0.06 0.03
C 4.026 1.287 -1.509 0.03 0.01 0.00 0.00
C 4.162 0.899 -2.839 0.00 0.00 0.00 0.00
C 3.096 0.271 -3.454 0.02 0.02 -0.02 0.00
C 1.938 0.024 -2.721 -0.11 -0.04 0.05 0.00
N 1.801 0.364 -1.443 0.11 -0.12 -0.13 0.09
H 0.118 3.028 4.406 0.00 -0.01 0.00 0.00
H -2.024 2.386 5.551 0.01 0.00 0.00 0.00
H -3.337 0.481 4.622 0.00 0.00 -0.02 0.00
H -2.516 -0.670 2.580 0.00 0.00 0.01 0.00
H 4.812 1.815 -0.985 0.00 -0.01 -0.01 0.00
H 5.073 1.106 -3.383 0.00 0.01 0.01 0.00
H 3.142 -0.017 -4.495 -0.01 -0.01 0.02 0.00
H 1.084 -0.447 -3.192 0.01 0.00 0.01 0.00
C -0.718 5.508 -0.301 -0.03 0.05 0.02 0.00
C -1.932 5.025 0.181 0.03 -0.03 -0.03 0.00
C -2.218 3.673 0.113 -0.10 -0.03 0.07 0.00
C -1.267 2.812 -0.427 0.21 -0.18 -0.11 0.01
C -0.049 3.285 -0.905 0.10 0.07 0.00 0.00
C 0.220 4.642 -0.848 0.00 -0.04 -0.03 0.00
N -1.487 1.404 -0.510 -0.29 0.30 0.28 0.12
N -2.674 1.048 -0.560 0.14 -0.36 -0.15 0.03
C -2.896 -0.353 -0.498 -0.09 0.15 0.11 0.01
C -4.179 -0.789 -0.764 -0.16 0.00 -0.04 0.01
C -4.472 -2.134 -0.606 -0.05 0.00 -0.01 0.00
C -3.475 -2.987 -0.156 0.01 0.00 0.02 0.01
C -2.211 -2.472 0.079 0.04 -0.04 -0.03 0.01
N -1.915 -1.182 -0.104 0.08 0.16 -0.29 0.05
H -0.506 6.568 -0.253 -0.01 -0.01 0.01 0.00
H -2.656 5.708 0.604 0.00 -0.01 -0.01 0.00
H -3.156 3.279 0.480 0.00 0.02 -0.01 0.00
H 0.651 2.597 -1.360 -0.03 0.02 0.01 0.00
H 1.151 5.029 -1.241 -0.01 0.00 0.01 0.00
H -4.922 -0.067 -1.077 0.01 -0.02 0.01 0.00
H -5.468 -2.507 -0.807 0.01 0.01 0.00 0.00
H -3.671 -4.034 0.024 0.02 0.01 -0.01 0.00
H -1.410 -3.104 0.438 -0.01 0.01 -0.01 0.00
N 2.324 -2.051 2.122 0.01 0.07 0.14 0.14
C 2.037 -2.759 1.060 0.02 0.04 0.02 0.07
N 1.203 -2.283 0.103 0.05 -0.13 0.31 0.19
C 1.073 -3.179 -0.876 0.20 -0.30 -0.14 0.15
C 0.282 -3.028 -2.055 0.09 0.06 0.24 0.07
C 0.267 -4.043 -2.953 0.12 -0.35 -0.12 0.05
C 1.020 -5.245 -2.734 -0.17 0.19 -0.12 0.24
C 1.801 -5.429 -1.598 0.01 0.03 0.03 0.00
C 1.829 -4.405 -0.682 -0.22 0.15 -0.25 0.14
S 2.703 -4.347 0.802 0.02 0.12 0.11 0.00
H 1.905 -1.137 2.240 -0.01 -0.01 -0.04 0.00
H 2.940 -2.393 2.848 0.00 0.00 -0.01 0.00
H -0.291 -2.125 -2.210 0.00 0.03 0.05 0.00
H -0.321 -3.958 -3.858 0.02 -0.04 0.00 0.00
H 0.976 -6.030 -3.478 0.00 0.02 0.00 0.01
H 2.364 -6.341 -1.450 -0.02 0.00 -0.03 0.00
```
Positions in Å, forces in eV/Å.

## Properties
Gap between HOMO and LUMO (alpha / beta): 7.222 / 4.797 eV
LUMO (alpha / beta): -9.01 / -11.76 eV
Net charge: +3
Highest occupied orbital energy (alpha / beta): -16.23 / -16.56 eV
2S+1: 5
Energy above the lowest of the compared OMol25 structures with the same formula, charge and spin: 39.5 kJ/mol

Q: Look up the energy above the lowest of the compared OMol25 structures with the same formula, charge and spin of the first one.
A: 0.0 kJ/mol

Q: Number 1 is which compound?
A: C22H22N3O3Se4V